--- 1 ---
ORCA calculation (the ωB97M-V functional and the def2-TZVPD basis) on a single C4H7ClN2 molecule.

```
! RIJCOSX wB97M-V def2-TZVPD def2/J DEFGRID3
* xyz 0 1
C -0.58 -1.23 0.40
C 0.36 -0.18 -0.06
C 1.02 0.93 0.71
C 0.37 1.82 1.61
H 0.00 -2.41 0.40
H -1.56 -1.15 -0.33
H -0.84 -0.98 1.58
H 1.71 1.80 0.17
H 0.61 2.87 1.82
H -0.86 -1.50 -2.10
H 0.05 -0.47 -3.39
N 0.59 -0.13 -1.35
N 0.04 -1.02 -2.35
Cl -0.93 1.65 2.90
*
```

The value obtained for the LUMO energy is 0.351 eV. The SMILES is CC(/C=C\Cl)=N\N. The HOMO energy is -8.531 eV.

***

--- 2 ---
ORCA calculation (the ωB97M-V functional and the def2-TZVPD basis) on a single C4H7ClN2 molecule.

```
! RIJCOSX wB97M-V def2-TZVPD def2/J DEFGRID3
* xyz 0 1
C -0.32 1.32 -0.87
C -1.06 0.13 -0.52
C -0.74 -0.53 0.85
C 0.69 -1.01 0.81
N -0.11 2.32 -1.46
N 1.65 -0.02 0.39
Cl 2.52 -0.62 -1.06
H -2.05 0.51 -0.38
H -0.76 -0.62 -1.16
H -0.69 0.13 1.66
H -1.36 -1.39 1.08
H 0.92 -1.35 1.89
H 0.73 -1.96 0.17
H 0.58 3.08 -1.40
*
```

The value obtained for the LUMO energy (alpha / beta) is -0.324 / 0.030 eV. The HOMO energy (alpha / beta) is -6.560 / -7.412 eV.

***

--- 3 ---
ORCA calculation (the ωB97M-V functional and the def2-TZVPD basis) on a single C4H7ClN2 molecule.

```
! RIJCOSX wB97M-V def2-TZVPD def2/J DEFGRID3
* xyz 0 1
C 1.12 1.31 0.86
C -1.02 -0.77 0.47
C -0.40 -0.69 -0.87
C -1.20 -0.74 -1.94
H 2.17 1.60 0.93
H 0.53 2.04 1.49
H 0.89 1.40 -0.21
H 1.47 -0.17 2.23
H -2.03 -1.15 0.52
H 0.70 -0.67 -0.93
H -2.26 -0.86 -1.79
N 1.00 -0.08 1.31
N -0.36 -0.55 1.52
Cl -0.61 -0.69 -3.58
*
```

The value obtained for the LUMO energy is 0.655 eV. The SMILES is CN/N=C\C=C\Cl. The HOMO energy is -8.651 eV.

***

--- 4 ---
ORCA calculation (the ωB97M-V functional and the def2-TZVPD basis) on a single C4H7ClN2 molecule.

```
! RIJCOSX wB97M-V def2-TZVPD def2/J DEFGRID3
* xyz 0 1
C 0.92 0.71 -0.39
C -0.19 0.36 0.63
C -1.50 1.07 0.30
C -0.69 -1.05 0.44
H 0.59 0.48 -1.40
H 1.20 1.77 -0.30
H 0.12 0.60 1.65
H -1.97 1.22 1.30
H -1.44 2.01 -0.28
H -3.19 0.17 -0.58
H -0.13 -1.93 0.73
N -2.18 0.10 -0.58
N -1.76 -1.18 -0.24
Cl 2.42 -0.20 -0.07
*
```

The value obtained for the LUMO energy is 0.891 eV. The SMILES is ClC[C@@H]1C=NNC1. The HOMO energy is -8.880 eV.

***

Stability check: which of them is least stable? 2.

***

--- 1 ---
ORCA calculation (the ωB97M-V functional and the def2-TZVPD basis) on a molecular structure, C4H8N2OS.

```
! RIJCOSX wB97M-V def2-TZVPD def2/J DEFGRID3
* xyz 0 1
C 1.19 -2.35 0.75
C -0.07 -2.01 0.84
C 2.23 -1.17 0.63
C -2.50 2.41 -1.04
N -0.66 1.08 -0.50
N 1.78 0.02 -0.02
O -1.53 2.12 -0.02
S 0.16 0.40 0.64
H 1.57 -3.42 0.85
H -1.15 -2.22 1.15
H 2.37 -0.90 1.60
H 3.08 -1.48 -0.03
H -2.93 3.22 -0.59
H -3.11 1.51 -1.20
H -2.16 2.87 -2.08
H 1.73 -0.09 -0.97
*
```

The value obtained for the LUMO energy (alpha / beta) is 0.430 / 0.428 eV. The HOMO energy (alpha / beta) is -7.521 / -7.519 eV.

***

--- 2 ---
ORCA calculation (the ωB97M-V functional and the def2-TZVPD basis) on a single C4H8N2OS molecule.

```
! RIJCOSX wB97M-V def2-TZVPD def2/J DEFGRID3
* xyz 0 1
C -0.47 -0.69 2.50
C 0.54 -0.55 -0.13
C 0.34 0.93 -0.48
C 0.80 0.97 -1.97
N -1.00 1.32 -0.12
N -1.65 0.58 0.55
O -1.58 -2.44 -0.22
S -0.90 -0.97 0.92
H -1.24 -0.32 3.16
H 0.20 -1.31 3.06
H 0.27 -1.34 -0.87
H 1.36 -0.83 0.38
H 0.84 1.83 -0.02
H 0.35 0.02 -2.38
H 1.80 0.98 -2.01
H 0.34 1.81 -2.37
*
```

The value obtained for the LUMO energy (alpha / beta) is -0.459 / -0.372 eV. The SMILES is C=[S@]1(=O)C[C@@H](C)N=N1. The HOMO energy (alpha / beta) is -8.555 / -8.556 eV.

***

--- 3 ---
ORCA calculation (the ωB97M-V functional and the def2-TZVPD basis) on a single C4H8N2OS molecule.

```
! RIJCOSX wB97M-V def2-TZVPD def2/J DEFGRID3
* xyz 0 1
C 0.80 -1.56 1.22
C -0.61 -0.78 0.76
C -0.91 -0.28 -1.88
C 0.96 2.74 0.00
H 0.78 -0.89 2.24
H 1.82 -1.44 0.71
H 0.63 -2.68 1.36
H -0.56 0.37 1.19
H -1.29 -1.41 1.33
H -1.66 -1.95 -1.03
H 0.35 3.67 -0.57
H 1.41 2.84 0.95
N -1.04 -1.01 -0.74
N 0.64 1.57 -0.48
O -1.07 -0.76 -3.00
S -0.27 1.58 -2.05
*
```

The value obtained for the LUMO energy is 0.457 eV. The SMILES is C=NSC(=O)NCC. The HOMO energy is -9.093 eV.

***

--- 4 ---
ORCA calculation (the ωB97M-V functional and the def2-TZVPD basis) on a molecular structure, C4H8N2OS.

```
! RIJCOSX wB97M-V def2-TZVPD def2/J DEFGRID3
* xyz 0 1
C 1.32 1.14 -0.74
C -0.07 0.61 0.99
C -1.25 -0.36 0.83
C -1.15 -1.49 0.00
H 2.39 2.11 -2.49
H 3.38 0.48 -1.68
H 0.73 2.11 -0.78
H -0.52 1.60 0.91
H 0.45 0.50 1.99
H -0.24 -1.98 0.38
H -1.01 -1.15 -0.95
H -2.73 -2.21 1.16
N 2.45 1.11 -1.69
N 0.97 0.15 -0.01
O -2.20 -2.40 0.19
S -2.52 -0.22 1.88
*
```

The value obtained for the LUMO energy is -0.108 eV. The HOMO energy is -8.816 eV.

***

Stability check: which of them is least stable? 2.

***

--- 1 ---
ORCA calculation (the ωB97M-V functional and the def2-TZVPD basis) on 2 unconnected molecules or ions with the total composition C4H8N2OS.

```
! RIJCOSX wB97M-V def2-TZVPD def2/J DEFGRID3
* xyz 0 1
C -0.79 0.70 -1.99
C 0.25 1.24 -2.53
C 0.31 -0.20 1.39
C 1.61 -0.42 0.68
N -1.69 0.15 -1.42
N -0.51 -1.26 1.67
O -1.73 -0.99 2.28
S -0.37 1.31 1.33
H 0.61 2.19 -2.27
H 0.97 0.71 -3.07
H 2.21 -1.27 0.94
H 2.17 0.50 1.10
H 1.39 -0.43 -0.39
H -2.52 -0.16 -1.96
H -0.04 -2.08 2.11
H -1.87 0.01 2.13
*
```

The value obtained for the LUMO energy is 0.623 eV. The SMILES is CC(=S)NO.C=C=N. The HOMO energy is -8.616 eV.

***

--- 2 ---
ORCA calculation (the ωB97M-V functional and the def2-TZVPD basis) on a single C4H8N2OS molecule.

```
! RIJCOSX wB97M-V def2-TZVPD def2/J DEFGRID3
* xyz 0 1
C -0.21 0.31 -1.48
C 0.09 -0.21 -0.16
C -1.07 -0.16 0.81
C 1.08 0.56 0.64
H 0.82 1.27 -3.19
H -0.25 1.46 -1.47
H -1.28 0.05 -1.75
H 0.57 -2.10 0.79
H -1.36 0.92 0.94
H -2.01 -0.90 0.74
H -0.77 -0.12 2.92
H 2.00 0.85 0.22
N -0.30 -0.43 2.11
N 0.94 0.22 1.91
O 0.64 -1.62 -0.21
S 1.10 -0.09 -2.82
*
```

The value obtained for the LUMO energy is 0.587 eV. The SMILES is O[C@]1(CS)C=NNC1. The HOMO energy is -9.224 eV.

***

--- 3 ---
ORCA calculation (the ωB97M-V functional and the def2-TZVPD basis) on 2 unconnected molecules or ions with the total composition C4H8N2OS.

```
! RIJCOSX wB97M-V def2-TZVPD def2/J DEFGRID3
* xyz 0 1
C 1.55 0.23 0.17
C 1.52 1.72 0.46
C 0.13 -0.18 0.23
C -0.30 -1.53 -0.03
N 2.61 -0.42 0.01
N -0.64 0.81 0.42
O 0.09 2.01 0.52
S -3.39 0.55 -0.99
H 1.98 1.95 1.41
H 1.90 2.37 -0.39
H -0.12 -1.62 -1.15
H -1.34 -1.69 0.05
H 0.22 -2.29 0.63
H 2.50 -1.36 -0.21
H -2.43 0.04 -0.16
H -4.27 -0.59 -0.98
*
```

The value obtained for the LUMO energy is 0.179 eV. The SMILES is [H]/N=C1/CON=C1C.S. The HOMO energy is -9.356 eV.

***

Stability check: which of them is least stable? 1.

***

--- 1 ---
ORCA calculation (the ωB97M-V functional and the def2-TZVPD basis) on a single C4H8N2OS molecule.

```
! RIJCOSX wB97M-V def2-TZVPD def2/J DEFGRID3
* xyz 0 1
C 2.92 -0.45 0.18
C 0.55 -0.44 -0.13
C -1.84 -0.58 0.27
C -2.24 -1.79 -0.02
H 2.62 -1.00 1.20
H 3.32 -1.07 -0.84
H 3.83 0.36 0.68
H 1.58 1.29 0.37
H -1.13 2.28 -1.21
H -2.48 0.17 0.92
H -3.19 -2.16 0.26
H -1.39 -2.45 -0.44
N 1.70 0.33 -0.18
N -0.68 0.20 -0.17
O 0.51 -1.71 -0.13
S -0.67 2.01 0.05
*
```

The value obtained for the LUMO energy is 0.324 eV. The SMILES is C=CN(S)C(=O)NC. The HOMO energy is -9.091 eV.

***

--- 2 ---
ORCA calculation (the ωB97M-V functional and the def2-TZVPD basis) on a single C4H8N2OS molecule.

```
! RIJCOSX wB97M-V def2-TZVPD def2/J DEFGRID3
* xyz 0 1
C 0.92 -1.89 -1.55
C 0.25 0.40 -0.96
C -0.29 1.09 1.38
C -0.89 1.92 2.22
H 1.88 -1.48 -1.95
H 1.13 -2.82 -1.07
H 0.22 -2.04 -2.44
H -0.40 -1.93 0.82
H -0.72 2.14 -0.33
H 0.29 0.28 1.75
H -1.08 1.58 3.21
H -1.44 2.78 1.89
N 0.38 -0.90 -0.60
N -0.29 1.25 -0.01
O -0.77 -1.39 0.06
S 0.80 1.01 -2.43
*
```

The value obtained for the LUMO energy is 0.330 eV. The SMILES is C=CNC(=S)N(C)O. The HOMO energy is -8.210 eV.

***

--- 3 ---
ORCA calculation (the ωB97M-V functional and the def2-TZVPD basis) on a single C4H8N2OS molecule.

```
! RIJCOSX wB97M-V def2-TZVPD def2/J DEFGRID3
* xyz 0 1
C -3.56 -0.45 -0.43
C -1.41 -0.78 0.44
C -0.10 -0.56 0.54
C 1.89 0.59 -0.16
H -3.50 -1.23 -1.22
H -4.03 -0.85 0.48
H -4.15 0.40 -0.79
H -1.81 -1.72 0.83
H 0.53 -1.31 1.01
H -0.91 1.77 -0.48
H -0.43 2.01 1.06
H 2.22 1.61 -0.37
N 0.57 0.60 0.14
N -0.09 1.87 0.12
O -2.29 0.08 -0.14
S 2.88 -0.71 -0.22
*
```

The value obtained for the LUMO energy is 0.634 eV. The SMILES is CO/C=C\N(N)C=S. The HOMO energy is -8.231 eV.

***

Stability check: which of them is least stable? 1.

***

--- 1 ---
ORCA calculation (the ωB97M-V functional and the def2-TZVPD basis) on a gas-phase ion, C4H11N2O (charge +1).

```
! RIJCOSX wB97M-V def2-TZVPD def2/J DEFGRID3
* xyz 1 1
O -1.77 1.53 -0.54
C -0.63 1.57 -0.94
N 0.13 2.71 -1.14
C 0.15 0.25 -0.96
N -0.69 -0.73 -0.14
C -0.19 -0.85 1.28
C 0.94 -1.84 1.31
H 0.25 2.96 -2.12
H -0.18 3.49 -0.58
H 1.11 0.42 -0.48
H 0.32 -0.16 -1.96
H -1.60 -0.25 -0.31
H -0.67 -1.65 -0.57
H 0.14 0.13 1.62
H -1.09 -1.12 1.84
H 1.69 -1.65 0.53
H 1.42 -1.98 2.27
H 0.68 -2.84 0.90
*
```

The value obtained for the LUMO energy is -3.258 eV. The SMILES is CC[NH2+]CC(N)=O. The HOMO energy is -14.870 eV.

***

--- 2 ---
ORCA calculation (the ωB97M-V functional and the def2-TZVPD basis) on 2 unconnected molecules or ions with the total composition C4H11N2O.

```
! RIJCOSX wB97M-V def2-TZVPD def2/J DEFGRID3
* xyz 1 1
O 2.34 -1.18 0.05
C 1.53 -2.09 -0.08
C 0.07 -1.93 -0.52
N -0.06 -0.68 -1.30
H 1.78 -3.16 0.10
H -0.16 -2.74 -1.18
H -0.62 -1.98 0.31
H -0.83 -0.76 -2.00
H -0.21 0.21 -0.68
H 0.79 -0.49 -1.81
C -0.69 2.61 0.20
C -0.39 0.84 1.67
N -0.55 1.14 0.42
H -0.01 2.86 -0.60
H -0.54 3.18 1.12
H -1.71 2.74 -0.19
H -0.82 -0.10 2.08
H 0.09 1.52 2.41
*
```

The value obtained for the LUMO energy is -3.492 eV. The HOMO energy is -14.365 eV.

***

Stability check: which of them is least stable? 2.

***

--- 1 ---
ORCA calculation (the ωB97M-V functional and the def2-TZVPD basis) on 2 unconnected molecules or ions with the total composition C2H3O2S2.

```
! RIJCOSX wB97M-V def2-TZVPD def2/J DEFGRID3
* xyz -1 1
C 2.70 -0.13 -0.50
C 2.63 0.46 0.54
O -1.10 1.25 0.86
O -1.03 -0.27 -1.02
S -3.67 -0.54 0.38
S -1.26 -0.11 0.40
H 3.06 -0.60 -1.32
H -3.60 -0.85 -0.89
H 2.27 0.79 1.55
*
```

The value obtained for the LUMO energy is 3.777 eV. The HOMO energy is -3.632 eV.

***

--- 2 ---
ORCA calculation (the ωB97M-V functional and the def2-TZVPD basis) on a molecular structure, C2H3O2S2.

```
! RIJCOSX wB97M-V def2-TZVPD def2/J DEFGRID3
* xyz -1 1
C -1.42 0.11 -0.41
C -0.25 -0.32 0.51
O 1.91 1.22 -0.86
O 2.71 -0.08 1.06
S -1.04 -1.65 -0.39
S 1.91 -0.09 -0.20
H -2.42 0.47 -0.09
H -1.16 0.59 -1.37
H -0.24 -0.25 1.75
*
```

The value obtained for the LUMO energy is 3.419 eV. The HOMO energy is -3.139 eV.

***

Stability check: which of them is least stable? 1.

***

--- 1 ---
ORCA calculation (the ωB97M-V functional and the def2-TZVPD basis) on a molecular structure, C2H3O2S2.

```
! RIJCOSX wB97M-V def2-TZVPD def2/J DEFGRID3
* xyz -1 1
C 0.06 0.41 -0.13
C -0.06 -0.82 0.38
O -3.22 -0.89 1.17
O -0.93 -2.65 2.10
S -0.34 -0.17 3.33
S -1.10 -1.24 1.88
H 0.72 0.42 -1.06
H -0.44 1.43 0.02
H 0.62 -1.51 0.06
*
```

The value obtained for the LUMO energy (alpha / beta) is 3.365 / 3.449 eV. The HOMO energy (alpha / beta) is -4.445 / -4.462 eV.

***

--- 2 ---
ORCA calculation (the ωB97M-V functional and the def2-TZVPD basis) on a gas-phase ion, C2H3O2S2 (charge -1).

```
! RIJCOSX wB97M-V def2-TZVPD def2/J DEFGRID3
* xyz -1 1
C 0.59 0.70 0.26
C 0.21 -0.75 0.52
O -1.62 -0.36 2.05
O -0.88 -2.69 2.18
S 1.93 -0.45 -0.12
S -0.49 -1.27 2.31
H -0.07 1.37 -0.46
H 0.86 1.33 1.17
H -0.21 -1.31 -0.25
*
```

The value obtained for the LUMO energy is 3.367 eV. The HOMO energy is -3.523 eV.

***

Stability check: which of them is least stable? 1.